DFT (ωB97M-V with the def2-TZVPD basis set) results for a 10-piece molecular cluster, C47H123N9O14 overall.

Results
ΔE to the lowest compared entry with this formula, charge and spin: 131.4 kcal per mole
total charge: 0
SMILES string: COC[C@H](C)N.COC[C@H](C)N.COC[C@H](C)N.COC[C@H](C)N.COC[C@H](C)N.COCCNCCOC.COCCNCCOC.COCCNCCOC.COCCNCCOC.CC(C)O

Element x y z (Å)
C1 5.7383 -0.0134 2.8020
C2 4.4636 -0.3597 3.5174
C3 3.5671 0.8105 3.7347
O1 3.7793 -1.3739 2.8544
H1 6.3978 -0.8731 2.9218
H2 6.2460 0.8196 3.2909
H3 5.5843 0.2725 1.7617
H4 4.7286 -0.8153 4.4743
H5 3.4254 1.3182 2.7791
H6 3.8728 1.5333 4.4916
H7 2.5752 0.5151 4.0798
H8 2.9342 -0.9727 2.6194
C4 -2.3569 -5.5379 4.9932
O2 -2.0204 -5.2799 3.6506
C5 -0.9082 -4.4208 3.5020
C6 -0.5645 -4.4244 2.0273
N1 0.7628 -3.8288 1.9022
C7 1.7307 -4.7439 1.2310
C8 2.0074 -6.0050 1.9734
O3 2.7153 -5.7178 3.2255
C9 3.2854 -6.8941 3.7752
H9 -1.5059 -5.7622 5.6375
H10 -3.0435 -6.3822 5.0617
H11 -2.9473 -4.7066 5.3834
H12 -0.0536 -4.7776 4.0809
H13 -1.1165 -3.3931 3.8020
H14 -1.2095 -3.6343 1.6383
H15 -0.8280 -5.3402 1.4991
H16 1.1521 -3.7031 2.8278
H17 2.5903 -4.1547 0.9121
H18 1.2265 -5.0133 0.3012
H19 2.7320 -6.6477 1.4696
H20 1.1494 -6.6578 2.1439
H21 2.3765 -7.3909 4.1218
H22 3.7654 -6.5090 4.6744
H23 3.8874 -7.5306 3.1268
C10 -5.5669 -5.9322 2.5264
O4 -5.2083 -5.2711 1.3226
C11 -3.8570 -5.0987 0.8860
C12 -3.9186 -4.1619 -0.3130
N2 -2.6212 -3.7540 -0.7881
C13 -1.7462 -4.8082 -1.3814
C14 -0.3970 -4.2376 -1.7873
O5 0.5392 -5.2671 -2.1958
C15 1.6805 -4.5925 -2.7823
H24 -6.6428 -5.8300 2.6545
H25 -4.8855 -5.7552 3.3602
H26 -5.3478 -6.9970 2.4110
H27 -3.3098 -6.0089 0.6329
H28 -3.2333 -4.6396 1.6537
H29 -4.4974 -3.2985 0.0180
H30 -4.4917 -4.5366 -1.1639
H31 -2.6457 -2.9180 -1.3544
H32 -2.1369 -5.3124 -2.2673
H33 -1.3923 -5.5409 -0.6544
H34 -0.1940 -3.6358 -0.8978
H35 -0.6885 -3.4516 -2.4882
H36 1.3538 -3.9344 -3.5888
H37 2.3785 -5.2630 -3.2828
H38 2.1787 -4.0137 -2.0040
C16 10.4599 2.4528 4.0564
O6 9.0451 2.6906 4.2435
C17 8.5707 3.9187 3.7090
C18 8.8581 4.1480 2.2336
N3 8.1885 3.1944 1.3690
C19 6.7099 3.2354 1.1008
C20 6.4500 2.5784 -0.2767
O7 6.8624 1.1950 -0.1993
C21 6.3822 0.4265 -1.2827
H39 11.0422 2.7767 4.9198
H40 10.8866 2.7623 3.1024
H41 10.6770 1.3841 4.0218
H42 9.2069 4.6611 4.1961
H43 7.4844 3.9637 3.7737
H44 9.9079 4.1764 1.9431
H45 8.4003 5.1255 2.0716
H46 8.4667 2.2868 1.7163
H47 6.2964 4.2383 0.9936
H48 6.1909 2.6509 1.8610
H49 7.0165 3.0920 -1.0565
H50 5.4518 2.7162 -0.6979
H51 6.5807 0.8458 -2.2704
H52 5.2901 0.4175 -1.2487
H53 6.7071 -0.6034 -1.1417
C22 5.4438 6.7643 -7.1308
O8 4.1107 6.4304 -7.5035
C23 3.4444 5.4212 -6.7756
C24 2.1319 4.9849 -7.5013
N4 1.5572 3.7685 -6.9243
C25 1.1628 3.9514 -5.4922
C26 0.4409 2.6352 -5.1772
O9 1.2384 1.4527 -5.2127
C27 0.9387 0.4392 -4.2491
H54 5.6614 7.6280 -7.7579
H55 6.1064 5.9374 -7.3903
H56 5.5099 7.0047 -6.0692
H57 3.2139 5.6172 -5.7267
H58 4.0726 4.5280 -6.7492
H59 2.5184 4.6533 -8.4669
H60 1.5596 5.8776 -7.7608
H61 0.6866 3.7099 -7.4364
H62 0.4652 4.7783 -5.3463
H63 1.9906 4.0959 -4.7988
H64 -0.4425 2.5158 -5.8093
H65 -0.0870 2.7048 -4.2229
H66 1.8063 -0.2168 -4.2938
H67 -0.0062 -0.0324 -4.5261
H68 0.7140 0.8900 -3.2811
C28 -1.4094 5.2071 2.5026
C29 -2.7947 5.3574 3.0869
C30 -3.3770 3.9680 3.4566
O10 -4.7285 4.2114 3.8858
C31 -5.3221 3.0109 4.3818
N5 -2.7192 6.2327 4.2797
H69 -1.0311 6.2217 2.3790
H70 -1.3598 4.6697 1.5549
H71 -0.7554 4.5876 3.1180
H72 -3.5402 5.8304 2.4467
H73 -2.8678 3.5319 4.3185
H74 -3.3050 3.2989 2.5973
H75 -4.5787 2.4093 4.9053
H76 -5.8377 2.4460 3.6041
H77 -6.1069 3.3625 5.0520
H78 -1.9952 5.7332 4.7838
H79 -3.5165 6.0039 4.8605
C32 -5.7196 -2.7822 -3.5926
C33 -5.2940 -1.4010 -3.1244
C34 -6.1385 -0.8355 -1.9558
O11 -5.6690 0.4067 -1.5137
C35 -5.8519 0.6985 -0.1627
N6 -3.9639 -1.6035 -2.6269
H80 -5.3780 -3.5182 -2.8649
H81 -5.3375 -3.0162 -4.5864
H82 -6.7810 -3.0311 -3.6418
H83 -5.2601 -0.6791 -3.9412
H84 -6.0025 -1.6500 -1.2399
H85 -7.2121 -0.6890 -2.0831
H86 -6.6576 0.1953 0.3782
H87 -6.0744 1.7469 0.0356
H88 -5.0877 0.3860 0.5531
H89 -3.3891 -1.5280 -3.4561
H90 -3.7161 -0.8111 -2.0472
C36 -6.1941 1.4237 -5.5207
C37 -5.0201 2.1363 -6.1179
C38 -3.8578 2.0971 -5.1008
O12 -4.1093 3.0460 -4.0194
C39 -2.9224 3.3038 -3.2671
N7 -4.7673 1.3759 -7.3350
H91 -7.1316 1.5521 -6.0609
H92 -6.3448 1.5992 -4.4542
H93 -6.0382 0.3454 -5.4565
H94 -5.2282 3.1934 -6.2840
H95 -2.8866 2.3790 -5.5107
H96 -3.7911 1.0719 -4.7306
H97 -2.0857 3.7451 -3.8112
H98 -2.5968 2.4613 -2.6541
H99 -3.0303 4.0535 -2.4815
H100 -3.9027 1.6342 -7.7924
H101 -4.6485 0.3909 -7.1413
C40 2.3376 -1.0050 -0.6119
C41 1.3468 -0.1746 0.2467
C42 -0.0678 -0.1292 -0.3667
O13 -0.9333 0.6152 0.5149
C43 -2.3273 0.3852 0.2978
N8 1.2777 -0.8159 1.5769
H102 3.3411 -0.8645 -0.2068
H103 2.4670 -0.7456 -1.6626
H104 2.1712 -2.0702 -0.4485
H105 1.7002 0.8388 0.4408
H106 -0.3142 -1.1680 -0.5970
H107 -0.1391 0.4072 -1.3149
H108 -2.5977 0.7871 -0.6797
H109 -2.8746 0.9316 1.0665
H110 -2.6411 -0.6380 0.5069
H111 0.8540 -1.7248 1.4185
H112 0.4275 -0.4359 1.9778
C44 -0.6930 1.0862 4.2103
C45 -1.9936 0.4181 4.6437
C46 -2.1454 -0.8823 3.8606
O14 -3.3786 -0.7973 3.1328
C47 -3.8951 -1.9507 2.4557
N9 -2.2198 0.1228 6.0515
H113 -0.6680 1.1817 3.1243
H114 0.1561 0.4617 4.4907
H115 -0.5977 2.0782 4.6530
H116 -2.8469 0.9868 4.2727
H117 -2.3192 -1.7705 4.4700
H118 -1.3437 -1.0702 3.1435
H119 -4.1983 -2.8485 2.9951
H120 -3.0903 -2.2293 1.7708
H121 -4.6589 -1.6049 1.7594
H122 -2.3005 1.0644 6.4151
H123 -1.3616 -0.2392 6.4473

=====

DFT (ωB97M-V with the def2-TZVPD basis set) results for C47H30Cl4N6SY as an isolated structure.

Results
total charge: +1

Element x y z (Å)
Y1 0.7539 0.1156 -0.2544
Cl1 5.8929 -7.9267 0.5180
C1 4.8561 -6.5454 0.3824
C2 3.4936 -6.7306 0.2102
C3 2.6686 -5.6221 0.1008
C4 3.1950 -4.3361 0.1621
C5 4.5649 -4.1730 0.3381
C6 5.4017 -5.2733 0.4476
C7 2.3022 -3.1430 0.0480
C8 1.8872 -2.5427 1.2504
C9 2.1904 -3.0542 2.5628
C10 1.5576 -2.2591 3.4577
C11 0.8579 -1.2467 2.7083
C12 0.0259 -0.2754 3.2611
C13 -0.0343 -0.1944 4.7497
C14 -1.1843 -0.5831 5.4316
C15 -1.2448 -0.5146 6.8142
C16 -0.1446 -0.0481 7.5170
Cl2 -0.2156 0.0460 9.2449
C17 1.0110 0.3413 6.8593
C18 1.0606 0.2625 5.4757
C19 -0.8067 0.6077 2.5413
N1 -0.9275 0.6606 1.1720
C20 -1.8893 1.5950 0.8802
C21 -2.3531 1.9186 -0.4118
C22 -3.3950 2.9814 -0.5091
C23 -3.0904 4.2087 -1.0894
C24 -4.0471 5.2080 -1.1841
C25 -5.3221 4.9697 -0.6966
Cl3 -6.5241 6.2104 -0.8146
C26 -5.6511 3.7516 -0.1218
C27 -4.6836 2.7634 -0.0297
C28 -1.9454 1.3148 -1.5994
C29 -2.5542 1.5335 -2.8874
C30 -1.9239 0.7236 -3.7707
C31 -0.9189 -0.0042 -3.0376
N2 -0.9448 0.3781 -1.7274
C32 -0.0813 -0.9855 -3.5961
C33 0.8084 -1.7922 -2.8879
C34 1.5483 -2.8971 -3.4546
C35 2.2130 -3.4948 -2.4421
C36 1.8920 -2.7714 -1.2317
N3 1.0664 -1.7201 -1.5425
C37 -0.2133 -1.2309 -5.0647
C38 -1.1427 -2.1470 -5.5463
C39 -1.2759 -2.3710 -6.9078
C40 -0.4700 -1.6687 -7.7901
Cl4 -0.6330 -1.9402 -9.4936
C41 0.4632 -0.7529 -7.3321
C42 0.5861 -0.5388 -5.9675
C43 -2.3578 2.1801 2.0998
C44 -1.6903 1.5740 3.1232
N4 1.0919 -1.4391 1.3653
H1 3.0877 -7.7314 0.1644
H2 1.6022 -5.7586 -0.0319
H3 4.9858 -3.1762 0.3883
H4 6.4671 -5.1492 0.5812
H5 2.7853 -3.9294 2.7649
H6 1.5351 -2.3647 4.5296
H7 -2.0373 -0.9527 4.8760
H8 -2.1333 -0.8239 7.3465
H9 1.8587 0.6992 7.4264
H10 1.9634 0.5610 4.9565
H11 -2.0947 4.3828 -1.4814
H12 -3.8146 6.1619 -1.6366
H13 -6.6545 3.5814 0.2423
H14 -4.9369 1.8073 0.4116
H15 -3.3798 2.1987 -3.0786
H16 -2.1314 0.6055 -4.8214
H17 1.5318 -3.1819 -4.4937
H18 2.8478 -4.3638 -2.4916
H19 -1.7694 -2.6905 -4.8498
H20 -1.9968 -3.0819 -7.2862
H21 1.0825 -0.2168 -8.0374
H22 1.3131 0.1767 -5.6031
H23 -3.1151 2.9431 2.1757
H24 -1.8057 1.7552 4.1790
S1 2.4100 2.3425 -0.2656
C45 1.5396 3.6007 0.5039
N5 1.7009 4.8766 0.1536
C46 0.9498 5.7907 1.0146
C47 0.0461 4.8148 1.7939
N6 0.6609 3.5213 1.4947
H25 2.3875 5.1514 -0.5273
H26 0.3754 6.4982 0.4213
H27 1.6237 6.3421 1.6703
H28 -0.9860 4.8317 1.4395
H29 0.0534 5.0065 2.8642
H30 0.3240 2.6495 1.8753

=====

no.,strongest force on any atom (eV Å⁻¹),HOMO level (eV)
1,3.06,-8.4
2,0.20,-9.8